## P
DFT (the ωB97M-V functional and the def2-TZVPD basis) results for the molecule C4H10OS2.

Each line ends with the Mulliken charge.
CARTESIAN COORDINATES (ANGSTROEM)
C: -1.6091 1.1055 -0.2922  -0.51
C: -0.8688 0.6313 1.0714  -1.27
C: 0.5177 0.1265 0.7773  0.17
C: 1.5265 0.7873 -0.2918  -0.36
H: -3.7475 -0.1661 -1.4250  0.16
H: -2.2858 2.0602 -0.1588  0.36
H: -1.0987 1.4476 -1.2094  0.34
H: -1.6385 -0.0385 1.6811  0.43
H: -0.7967 1.6502 1.4238  0.31
H: 1.1015 0.0226 1.7724  0.41
H: -0.6033 -0.9649 -0.0888  0.30
H: 0.9350 0.6764 -1.2307  0.24
H: 1.9001 1.8514 0.0004  0.28
H: 2.3941 -1.2234 0.1758  0.15
O: 0.2187 -1.2576 0.5228  -0.50
S: -2.7324 -0.5147 -0.3923  -0.25
S: 3.0257 -0.1827 -0.4021  -0.25

Computed properties:
LUMO energy: 0.43 eV
Spin multiplicity: 1
Kohn-Sham gap: 9.359 eV

## Q
DFT (the ωB97M-V functional and the def2-TZVPD basis) results for a cluster of 2 separate species, C4H10OS2 in total.

Each line ends with the Mulliken charge.
CARTESIAN COORDINATES (ANGSTROEM)
O: -1.1081 0.9459 -0.7359  -0.59
C: -0.5505 -0.1020 -1.0183  0.80
C: 0.5638 -0.1649 -2.0373  -1.07
C: -0.9345 -1.4117 -0.3691  -1.12
H: 0.7617 0.8372 -2.4535  0.29
H: 0.2888 -0.8412 -2.8641  0.40
H: 1.4891 -0.5402 -1.5686  0.29
H: -1.2777 -2.1300 -1.1325  0.43
H: -0.0686 -1.8458 0.1585  0.25
H: -1.7484 -1.2563 0.3590  0.29
S: 1.2042 2.4583 0.5520  -0.20
S: 1.4158 0.5086 1.1441  -0.09
C: 0.1228 0.3547 2.3918  -0.74
H: 0.2753 2.2767 -0.4107  0.19
H: 0.2122 -0.6520 2.8334  0.28
H: -0.8855 0.4599 1.9572  0.26
H: 0.2397 1.1025 3.1941  0.34

Computed properties:
LUMO energy: 0.64 eV
Spin multiplicity: 1
Kohn-Sham gap: 9.658 eV

## R
DFT (the ωB97M-V functional and the def2-TZVPD basis) results for a cluster of 3 separate species, C4H10OS2 in total.

Each line ends with the Mulliken charge.
CARTESIAN COORDINATES (ANGSTROEM)
C: 1.4741 -0.7416 -0.2960  0.78
C: 2.2803 -0.9354 0.7922  -1.29
O: 4.1973 1.3526 1.3793  -0.63
C: 1.8474 -0.9568 -1.5950  -0.66
S: -2.1797 0.5965 0.3573  -0.33
S: -3.9156 -0.2429 0.8265  0.02
C: -5.0845 0.5596 -0.3425  -0.75
H: 2.9036 -1.1409 -1.7581  0.27
H: 0.4445 -0.4969 -0.0572  0.09
H: 1.9680 -0.8724 1.8263  0.38
H: 3.2921 -1.3040 0.6356  0.34
H: 3.3645 0.9702 1.0760  0.35
H: 4.2006 2.2896 1.1787  0.32
H: 1.1367 -1.1243 -2.3900  0.28
H: -5.7319 -0.2092 -0.7464  0.27
H: -4.4388 1.0300 -1.0613  0.27
H: -5.7587 1.2259 0.1747  0.28

Computed properties:
LUMO energy: -3.39 eV
Spin multiplicity: 1
Kohn-Sham gap: 2.772 eV

## S
DFT (the ωB97M-V functional and the def2-TZVPD basis) results for the molecule C4H10OS2.

Each line ends with the Mulliken charge.
CARTESIAN COORDINATES (ANGSTROEM)
C: 0.5869 1.3593 -0.6078  -0.64
C: 1.5674 1.1462 0.6261  -0.49
O: 1.4737 2.2541 1.5426  -0.53
C: -0.9147 1.1277 -0.2583  -0.65
S: -1.3775 -0.2569 0.8716  -0.12
S: 0.1662 -1.7640 -0.2861  -0.07
C: -1.1119 -3.0060 -0.4313  -0.91
H: 0.8873 0.5954 -1.3357  0.38
H: 0.6690 2.3543 -1.0272  0.42
H: 2.5939 1.0669 0.2279  0.29
H: 1.3117 0.2455 1.1806  0.34
H: 0.8429 1.8615 2.1739  0.32
H: -1.2744 1.9959 0.3057  0.38
H: -1.4003 0.9917 -1.2452  0.31
H: -1.9132 -2.5752 -1.1067  0.28
H: -1.3622 -3.5922 0.4579  0.33
H: -0.7447 -3.8043 -1.0879  0.35

Computed properties:
LUMO energy: -0.90 eV
Spin multiplicity: 1
Kohn-Sham gap: 7.962 eV

Stability, lowest: R

## P
DFT (the ωB97M-V functional and the def2-TZVPD basis) results for the molecule C3H3NS2.

Each line ends with the Mulliken charge.
CARTESIAN COORDINATES (ANGSTROEM)
C: -1.7370 0.0493 -0.4009  -0.17
C: 0.8588 0.3982 0.4286  -0.60
C: 1.4264 -0.7383 -0.1569  0.38
H: -2.6807 0.5193 -0.6781  0.31
H: 0.2028 0.2349 1.4703  0.33
H: 1.6809 1.2109 0.5428  0.31
N: 2.2141 -1.3708 -0.6901  -0.39
S: -1.5098 -1.5599 -0.0991  -0.21
S: -0.4554 1.2565 -0.4167  0.04

Computed properties:
LUMO energy: -0.74 eV
Spin multiplicity: 1
Kohn-Sham gap: 8.492 eV

## Q
DFT (the ωB97M-V functional and the def2-TZVPD basis) results for the molecule C3H3NS2.

Each line ends with the Mulliken charge.
CARTESIAN COORDINATES (ANGSTROEM)
C: -1.3399 -0.0759 0.2015  -0.85
C: 1.2820 -0.6121 -0.0858  0.38
C: 1.1743 0.8347 -0.2787  0.11
H: -2.3864 -0.5110 -0.3765  0.27
H: -1.1936 0.8737 -0.4691  0.35
H: -1.6130 0.1539 1.2874  0.30
N: 1.5837 2.0502 -0.0946  -0.39
S: -0.2376 -1.4720 -0.2175  0.00
S: 2.7306 -1.2413 0.0334  -0.18

Computed properties:
LUMO energy: -1.54 eV
Spin multiplicity: 1
Kohn-Sham gap: 7.930 eV

Stability, lowest: Q

## P
DFT (the ωB97M-V functional and the def2-TZVPD basis) results for a cluster of 2 separate species, C19H35B2ClF10NO13P2S in total.

Each line ends with the Mulliken charge.
CARTESIAN COORDINATES (ANGSTROEM)
C: -2.2137 4.0763 2.3456  -0.53
C: -1.6524 3.1395 3.5928  -0.60
C: -1.8082 1.5489 3.4419  0.15
Cl: -3.6962 1.3455 3.3359  -0.20
P: -0.8890 0.5957 2.0500  0.29
C: 0.2850 1.9738 1.4430  -0.36
N: 1.2184 2.6218 2.3979  -0.06
C: 2.6837 2.4413 2.0705  -0.60
C: 0.3934 -0.3292 3.2037  -0.30
C: 0.8223 -1.8374 2.6219  0.36
O: 0.3277 -2.9990 3.0939  -0.59
F: 1.9278 -2.0312 1.6073  -0.26
B: -2.1741 -0.7991 2.5198  0.80
O: -2.2116 -1.5156 3.8081  -0.70
O: -3.1989 -1.2728 1.5220  -0.02
C: -4.3294 -1.9214 2.2067  -0.75
O: -2.2714 1.1566 1.0783  -0.31
C: -2.0783 1.0770 -0.4089  0.09
P: -3.7392 0.9243 -1.4169  0.68
O: -4.6123 -0.3227 -0.9956  -0.65
O: -3.3348 0.9752 -3.1306  -0.53
O: -4.7530 2.3483 -1.0989  -0.56
C: -0.9399 -0.0702 -0.6598  0.90
C: 0.3043 0.2397 -1.7336  -0.90
C: 0.4382 1.8085 -2.1714  -0.25
C: 1.9356 2.2350 -2.7424  0.74
F: 2.3534 1.4148 -3.9409  -0.35
F: 2.8873 1.7732 -1.6586  -0.31
C: 2.1962 3.8303 -2.8902  0.68
F: 3.6253 4.0692 -3.3009  -0.28
F: 2.0858 4.4148 -1.5012  -0.24
S: 1.0614 4.8032 -3.9822  1.14
F: 2.3937 5.0096 -5.0959  -0.34
F: 0.4875 3.4609 -4.8651  -0.28
F: -0.2457 4.8129 -2.8771  -0.27
F: 1.6477 6.2500 -3.1918  -0.35
F: 0.1306 5.8108 -5.0102  -0.29
C: -1.4783 -1.5103 -1.3242  -1.04
B: -0.4164 -2.7669 -0.9939  0.69
O: -0.4738 -3.6114 0.2154  -0.55
O: 0.6488 -3.0226 -2.0117  -0.48
O: -0.2623 -0.3002 0.6573  -0.33
H: -3.0444 3.5676 1.7000  0.04
H: -2.7242 5.0435 2.8251  0.37
H: -1.3100 4.5140 1.7008  0.02
H: -0.6073 3.5350 4.0156  0.19
H: -2.3991 3.4364 4.4847  0.42
H: -1.5615 1.0691 4.5082  0.27
H: -0.2731 2.8146 0.8163  -0.42
H: 1.0012 1.4517 0.6389  -0.24
H: 1.1067 2.3531 3.3965  0.41
H: 3.3703 2.8523 2.9360  0.31
H: 2.9077 1.2793 2.0002  0.20
H: 2.9973 2.8884 1.0151  0.08
H: 0.0493 -0.3709 4.3213  0.23
H: 1.4475 0.2127 3.2275  0.44
H: -2.7568 -1.0479 4.5029  0.35
H: -5.2592 -2.0165 1.4687  0.13
H: -4.7267 -1.3155 3.1393  0.22
H: -3.9930 -3.0230 2.4825  0.21
H: -1.8296 2.2171 -0.6293  0.13
H: -3.7605 1.8144 -3.5082  0.29
H: -5.6382 2.1140 -1.5294  0.34
H: 0.2437 -0.3921 -2.7136  0.61
H: 1.2773 -0.1489 -1.1605  0.03
H: -0.4265 2.0056 -2.9709  0.40
H: 0.2117 2.5845 -1.2954  -0.03
H: -2.5075 -1.8601 -0.8955  0.08
H: -1.6566 -1.4125 -2.5012  0.26
H: 0.4132 -4.1178 0.2216  0.22
H: 1.4600 -2.4481 -1.8261  0.32
C: 2.5280 -7.3553 -1.2882  -1.47
C: 3.3285 -6.1505 -1.7393  0.46
C: 4.5631 -5.9108 -0.9239  -0.57
O: 4.7545 -4.5142 -1.0633  -0.36
C: 3.5168 -3.9757 -1.2844  0.62
O: 3.2683 -2.7833 -1.2558  -0.49
O: 2.5952 -4.9534 -1.5374  -0.23
H: 1.5970 -7.4289 -1.8600  0.36
H: 3.0964 -8.2806 -1.4210  0.39
H: 2.2402 -7.2668 -0.2348  0.35
H: 3.5597 -6.2293 -2.8085  0.25
H: 5.4286 -6.4598 -1.3052  0.30
H: 4.4363 -6.1381 0.1403  0.32

Computed properties:
Charge: -1
LUMO energy: -0.63 eV
Spin multiplicity: 1
Kohn-Sham gap: 4.183 eV

## Q
DFT (the ωB97M-V functional and the def2-TZVPD basis) results for a cluster of 2 separate species, C19H35B2ClF10NO13P2S in total.

Each line ends with the Mulliken charge.
CARTESIAN COORDINATES (ANGSTROEM)
C: 2.0690 2.1176 4.1071  -0.85
C: 1.4044 3.2985 3.3480  -0.78
C: 1.5243 3.3096 1.8087  0.15
Cl: 3.3584 3.4449 1.5452  -0.21
P: 0.7173 1.8895 0.7277  0.44
C: -0.3321 1.0855 2.1171  -1.13
N: -1.2860 1.9067 2.8686  -0.06
C: -2.6742 1.4806 2.7421  -0.89
C: -0.7280 2.9692 -0.0125  -0.64
C: -1.1470 2.5494 -1.3960  0.15
O: -0.8554 3.0639 -2.3789  -0.51
F: -2.0738 1.5294 -1.5104  -0.21
B: 1.8941 2.6130 -0.7048  1.08
O: 1.7680 3.9082 -1.2624  -0.65
O: 2.8869 1.8139 -1.2691  0.01
C: 3.9270 2.5275 -1.9204  -0.99
O: 2.1681 0.9564 1.1571  -0.49
C: 2.0555 -0.4166 0.9369  -0.20
P: 3.7090 -1.2122 0.6522  0.51
O: 4.4904 -0.6758 -0.4535  -0.72
O: 3.4345 -2.8282 0.5477  -0.54
O: 4.5943 -0.9961 2.0224  -0.56
C: 0.9627 -0.6477 -0.1702  2.25
C: -0.1022 -1.8055 0.0891  -1.88
C: -0.1367 -2.3408 1.5329  -0.38
C: -1.4417 -3.0384 1.9003  0.79
F: -1.7146 -4.0945 1.1177  -0.37
F: -2.4299 -2.1456 1.6024  -0.31
C: -1.6499 -3.3391 3.4071  0.54
F: -2.8435 -3.8625 3.5972  -0.29
F: -1.6719 -2.1727 4.0323  -0.24
S: -0.3589 -4.3971 4.2676  1.39
F: -1.3998 -5.6098 4.3876  -0.34
F: 0.2104 -4.9985 2.9264  -0.30
F: 0.6912 -3.2172 4.3055  -0.29
F: -0.9252 -3.8799 5.6837  -0.34
F: 0.6875 -5.2857 5.0628  -0.31
C: 1.5182 -1.0601 -1.5729  -1.85
B: 0.4548 -0.7299 -2.7194  0.81
O: 0.4050 0.4764 -3.3472  -0.50
O: -0.4653 -1.7259 -3.1022  -0.54
O: 0.2026 0.5289 -0.2690  -0.34
H: 2.8896 1.6539 3.5559  0.12
H: 2.5098 2.5212 5.0344  0.45
H: 1.3188 1.3945 4.4530  0.08
H: 0.4112 3.5344 3.7497  0.32
H: 1.9991 4.1701 3.6826  0.54
H: 1.1739 4.2921 1.4624  0.44
H: 0.2840 0.5018 2.8253  0.04
H: -0.9485 0.3284 1.6136  0.07
H: -1.2562 2.8968 2.6618  0.40
H: -3.3507 2.2020 3.2191  0.37
H: -2.9634 1.4490 1.6664  0.27
H: -2.8422 0.4642 3.1215  0.14
H: -0.5183 4.0385 0.0238  0.25
H: -1.6726 2.8335 0.5519  0.67
H: 2.2589 4.5800 -0.7711  0.33
H: 4.7836 1.8528 -2.0722  0.17
H: 4.3042 3.3740 -1.3297  0.32
H: 3.5756 2.8422 -2.9141  0.25
H: 1.8429 -0.7713 1.9733  0.28
H: 3.8604 -3.2468 1.3128  0.28
H: 5.4806 -1.3125 1.7801  0.35
H: 0.0325 -2.6631 -0.5761  0.75
H: -1.0614 -1.3518 -0.1934  0.28
H: 0.7295 -3.0090 1.6486  0.65
H: 0.0064 -1.5695 2.2981  -0.07
H: 2.4341 -0.5107 -1.8423  0.14
H: 1.8016 -2.1224 -1.5958  0.33
H: -0.4326 0.4847 -3.8386  0.19
H: -1.2624 -1.7087 -2.5376  0.25
C: -2.7292 -0.2511 -7.2112  -1.49
C: -3.4074 -1.0181 -6.1021  0.46
C: -4.6973 -0.4055 -5.6225  -0.55
O: -4.7604 -0.8619 -4.2699  -0.38
C: -3.4771 -1.0610 -3.8567  0.62
O: -3.1639 -1.2518 -2.7255  -0.47
O: -2.6193 -1.0020 -4.9076  -0.24
H: -1.7634 -0.6989 -7.4471  0.37
H: -3.3431 -0.2451 -8.1130  0.39
H: -2.5339 0.7793 -6.9089  0.36
H: -3.5477 -2.0626 -6.3979  0.25
H: -5.5638 -0.7467 -6.1866  0.30
H: -4.6796 0.6877 -5.6186  0.32

Computed properties:
Charge: -1
LUMO energy: 2.11 eV
Spin multiplicity: 1
Kohn-Sham gap: 6.405 eV

Stability, lowest: P

## P
DFT (the ωB97M-V functional and the def2-TZVPD basis) results for a cluster of 2 separate species, C4H6OS in total.

Each line ends with the Mulliken charge.
CARTESIAN COORDINATES (ANGSTROEM)
C: 1.3386 0.2918 0.9536  -0.64
C: 1.6341 -0.1153 -0.4157  -0.28
C: 0.3884 -0.2187 -0.1256  0.41
C: -1.0082 -0.3702 -0.4046  -0.91
O: -1.0890 -2.8582 -1.7608  -0.28
S: -1.5287 -4.0895 -0.9967  0.26
H: 1.7463 -0.2446 1.8542  0.16
H: 1.3825 1.3356 1.2624  0.19
H: 2.3497 -0.4292 -1.0984  0.39
H: -1.3391 -1.1971 0.3076  0.18
H: -1.3291 -0.7513 -1.4347  0.20
H: -1.5091 0.5623 -0.3983  0.33

Computed properties:
LUMO energy (alpha / beta): -1.89 / -1.88 eV
Spin multiplicity: 1
Kohn-Sham gap (alpha / beta): 6.872 / 6.873 eV

## Q
DFT (the ωB97M-V functional and the def2-TZVPD basis) results for a cluster of 2 separate species, C4H6OS in total.

Each line ends with the Mulliken charge.
CARTESIAN COORDINATES (ANGSTROEM)
C: -1.7767 -0.5283 -0.0456  0.24
C: -1.6878 -1.8318 -0.0665  -0.50
C: 0.9615 0.3398 -0.6102  -0.97
C: 1.5428 0.7886 0.5282  0.29
O: 1.8343 2.0114 0.8328  -0.49
S: -2.0422 0.9426 0.2819  -0.32
H: -1.8342 -2.2546 0.9383  0.23
H: -1.6212 -2.3330 -0.9774  0.35
H: 0.5349 -0.7055 -0.7660  0.29
H: 0.7516 0.9514 -1.4527  0.28
H: 1.8008 -0.0860 1.1527  0.27
H: 1.5361 2.7055 0.1846  0.33

Computed properties:
LUMO energy: -0.04 eV
Spin multiplicity: 1
Kohn-Sham gap: 8.210 eV

## R
DFT (the ωB97M-V functional and the def2-TZVPD basis) results for a cluster of 2 separate species, C4H6OS in total.

Each line ends with the Mulliken charge.
CARTESIAN COORDINATES (ANGSTROEM)
C: 1.7534 -0.2014 1.2470  -0.57
C: -2.2199 -0.1898 0.4685  0.31
C: 1.8507 0.2869 0.0445  0.27
C: 1.7546 0.5958 -1.1922  -0.69
O: -2.3338 -0.0425 1.6388  -0.39
S: -3.5179 -0.9671 -0.5373  -0.13
H: 2.3400 0.0308 2.1112  0.27
H: 0.9572 -0.9745 1.3586  0.20
H: -1.3119 0.2792 -0.1590  0.11
H: 1.0848 1.3971 -1.5448  0.24
H: 2.5334 0.4551 -1.8875  0.28
H: -2.8906 -0.6696 -1.5478  0.10

Computed properties:
LUMO energy: 0.64 eV
Spin multiplicity: 1
Kohn-Sham gap: 10.378 eV

Stability, lowest: P

## P
DFT (the ωB97M-V functional and the def2-TZVPD basis) results for the molecule C4H6OS.

Each line ends with the Mulliken charge.
CARTESIAN COORDINATES (ANGSTROEM)
C: -1.2032 1.7592 1.0369  -0.76
C: -0.3539 0.9720 0.3640  0.11
C: 0.4471 -0.6182 -1.1165  -0.45
C: 0.7168 -1.7776 -0.1019  -0.06
H: -2.2176 1.9191 0.8742  0.33
H: -0.7367 2.3265 1.8020  0.23
H: 0.6608 0.9294 0.7183  0.26
H: 0.2702 -1.0213 -2.1263  0.31
H: 1.3077 0.0303 -1.2349  0.38
H: -0.2742 -2.3325 0.0386  0.26
O: -0.7071 0.1190 -0.7181  -0.38
S: 2.0902 -2.3058 0.4635  -0.22

Computed properties:
LUMO energy: -0.41 eV
Spin multiplicity: 1
Kohn-Sham gap: 8.513 eV

## Q
DFT (the ωB97M-V functional and the def2-TZVPD basis) results for the molecule C4H6OS.

Each line ends with the Mulliken charge.
CARTESIAN COORDINATES (ANGSTROEM)
C: 0.0003 -1.8403 0.0929  -0.18
C: 1.6119 -0.0121 0.4340  -0.50
C: -0.7303 0.7127 -0.0219  -1.11
C: 0.3441 -0.3497 -0.2939  0.56
O: -1.1265 -2.1533 0.1943  -0.42
S: 3.1585 -0.5529 0.0410  -0.17
H: 0.8078 -2.4488 0.2471  0.44
H: 1.3693 0.7247 1.2970  0.20
H: -0.5486 1.5394 0.6536  0.37
H: -1.8082 0.2139 0.1995  0.25
H: -0.8472 1.1905 -1.0085  0.28
H: 0.3732 -0.4336 -1.4049  0.29

Computed properties:
LUMO energy: -0.78 eV
Spin multiplicity: 1
Kohn-Sham gap: 8.258 eV

Stability, lowest: P

## P
DFT (the ωB97M-V functional and the def2-TZVPD basis) results for a structure of composition C4H6OS.

Each line ends with the Mulliken charge.
CARTESIAN COORDINATES (ANGSTROEM)
C: 0.3545 -1.1872 -0.0542  -0.66
C: -2.4050 -0.4936 0.5969  -0.04
C: 0.5073 0.1588 -0.0286  0.59
C: 1.7508 1.1079 -0.3713  -1.13
O: -3.1473 -0.8259 -0.2447  -0.32
S: -0.9333 1.2113 0.1535  -0.16
H: -0.6919 -1.3839 0.0938  0.15
H: 1.1137 -1.9831 -0.2252  0.27
H: -2.4583 -0.6816 1.6662  0.39
H: 2.6211 0.4848 -0.2810  0.33
H: 1.5090 1.4698 -1.4556  0.28
H: 1.7793 2.1227 0.1501  0.31

Computed properties:
LUMO energy: -0.23 eV
Spin multiplicity: 1
Kohn-Sham gap: 8.158 eV

## Q
DFT (the ωB97M-V functional and the def2-TZVPD basis) results for a cluster of 2 separate species, C4H6OS in total.

Each line ends with the Mulliken charge.
CARTESIAN COORDINATES (ANGSTROEM)
C: 0.1834 0.5679 0.1156  -0.03
C: 0.3134 -0.6669 -0.0617  0.24
C: -1.1679 2.1821 0.2950  -0.67
C: -0.0109 -2.1071 -0.2292  -0.97
O: 2.8698 0.5146 -0.4753  -0.56
S: 1.8565 0.2502 0.5732  0.26
H: -1.4106 2.3570 -0.7384  0.29
H: -0.5412 2.9058 0.7521  0.27
H: -1.7915 1.5150 0.8439  0.30
H: -1.0635 -2.1303 -0.5768  0.27
H: 0.2066 -2.8557 0.5456  0.30
H: 0.5559 -2.5327 -1.0439  0.31

Computed properties:
LUMO energy (alpha / beta): 0.35 / 0.35 eV
Spin multiplicity: 1
Kohn-Sham gap (alpha / beta): 8.629 / 8.628 eV

Stability, lowest: Q